Entry from the Open Molecules 2025 dataset: C36H99F6N12O21S6Y as an isolated structure in a non-equilibrium geometry (ωB97M-V/def2-TZVPD).

For the orbital gap, the calculation gives 8.89 eV.

```
! wB97M-V def2-TZVPD RIJCOSX def2/J DEFGRID3
* xyz 0 1
Y -3.14656 1.00473 -2.05382
N -5.27262 0.63642 -0.66398
S -5.25423 -1.02984 -0.24745
O -6.29990 -1.80069 -0.87367
O -4.87215 -1.18749 1.07891
F -3.94850 -1.16867 -1.17466
S -5.87925 1.77551 0.26303
O -4.94182 2.56372 0.98134
O -7.00956 1.22719 0.92688
F -6.16869 2.74731 -0.96625
N -0.88361 0.81541 -1.13047
S -0.95347 -0.31497 0.14328
O -0.19458 -0.10283 1.31408
O -1.12366 -1.60906 -0.33678
F -2.47822 0.21134 0.43360
S 0.71244 0.94156 -1.55798
O 1.68416 0.76926 -0.55032
O 0.67271 2.07503 -2.37197
F 0.81503 -0.25745 -2.49880
N -2.73051 2.01847 -4.22211
S -1.39843 2.04448 -5.21996
O -0.54827 3.20129 -5.18899
O -1.50141 1.41632 -6.50786
F -0.78712 0.96032 -4.23645
S -3.93680 3.10970 -4.75929
O -5.01412 2.71948 -5.64358
O -3.43128 4.44593 -4.73141
F -4.80264 2.99240 -3.43973
C -0.38674 -0.79202 5.00270
C 0.68519 0.19200 5.34618
C 1.88619 0.04809 4.39889
O 2.57781 -1.15389 4.51553
C 3.36241 -1.26640 5.66281
N 0.26459 1.56012 5.00278
H -1.17892 -0.74114 5.74047
H 0.03200 -1.74789 4.79855
H -0.85773 -0.63624 4.03865
H 1.10025 0.19163 6.32518
H 2.56998 0.91101 4.52803
H 1.59147 0.20245 3.37912
H 2.85644 -1.82810 6.42759
H 3.57079 -0.26753 6.07734
H 4.30929 -1.79516 5.47478
H -0.59941 1.86526 5.45865
H 0.05464 1.53028 4.02516
C -3.52609 1.12939 3.92804
C -3.93491 1.25750 5.42713
C -3.74865 2.68680 6.04542
O -2.40311 3.03780 5.99214
C -2.03750 4.16030 6.70998
N -5.29187 0.70151 5.62305
H -3.44511 0.08888 3.59635
H -2.58129 1.64953 3.78579
H -4.34546 1.53279 3.38659
H -3.19880 0.71108 5.97193
H -4.08215 2.59479 7.10171
H -4.39837 3.46739 5.65791
H -2.35179 4.09609 7.76337
H -2.45130 5.06591 6.23150
H -0.93484 4.23731 6.65141
H -5.21188 -0.29832 5.38548
H -5.32627 0.62933 6.65304
C -1.75967 5.04562 -2.10654
C -1.68658 4.07736 -0.88728
C -1.56386 4.82201 0.49111
O -1.98174 3.99715 1.49446
C -2.12292 4.72037 2.71756
N -2.93356 3.22315 -0.83539
H -0.79571 5.56418 -2.29963
H -2.52723 5.79306 -1.98268
H -1.88285 4.41575 -2.92706
H -0.84842 3.39175 -0.85193
H -2.09131 5.76214 0.47045
H -0.47786 5.01108 0.64778
H -2.83116 5.54815 2.68099
H -1.12471 5.07090 3.10100
H -2.41635 3.94048 3.46718
H -3.83916 3.70501 -0.89126
H -2.94739 2.74546 0.07090
C 1.72053 -3.88464 -4.58613
C 1.07170 -4.53237 -3.37579
C 2.10115 -5.21969 -2.46222
O 2.85591 -6.16679 -3.18596
C 3.92494 -6.76834 -2.47342
N 0.31546 -3.46249 -2.67758
H 2.16958 -4.71707 -5.16397
H 2.53606 -3.15165 -4.39947
H 0.86132 -3.51355 -5.16236
H 0.37296 -5.34579 -3.57014
H 1.68717 -5.68512 -1.52895
H 2.75048 -4.38182 -2.04580
H 4.67821 -5.99711 -2.32901
H 4.44781 -7.44415 -3.16746
H 3.62085 -7.29276 -1.57476
H 0.95319 -2.66490 -2.60760
H 0.03254 -3.65448 -1.73275
C 0.89042 -6.68927 1.61806
C 0.15021 -5.37431 1.74633
C 0.46070 -4.74652 3.11639
O -0.19770 -5.45749 4.14944
C 0.37011 -5.24369 5.44177
N 0.46928 -4.46874 0.64446
H 0.34198 -7.39891 2.27157
H 1.93961 -6.60999 1.92356
H 0.87310 -6.93812 0.57053
H -0.90177 -5.57378 1.74737
H 0.01893 -3.70569 3.01430
H 1.55942 -4.73220 3.30205
H 0.43699 -4.20805 5.74382
H 1.36791 -5.67350 5.58422
H -0.30454 -5.77351 6.12715
H 1.33841 -4.00035 0.85658
H -0.18247 -3.68055 0.67659
C 5.15190 1.22166 -5.14560
C 3.81898 1.54399 -5.87224
C 2.64444 0.70874 -5.27053
O 1.39299 0.84678 -6.02966
C 1.24849 0.13402 -7.21173
N 3.59699 2.98501 -5.88737
H 5.00509 1.18133 -4.05919
H 5.86150 2.01213 -5.30053
H 5.54513 0.24280 -5.46638
H 3.88624 1.20024 -6.88280
H 2.30130 0.94734 -4.22913
H 2.94507 -0.31551 -5.22864
H 1.37012 -0.93093 -7.04067
H 1.93796 0.41321 -8.04082
H 0.20389 0.39968 -7.43835
H 2.61468 3.12706 -6.09754
H 3.70165 3.33874 -4.90867
C -2.56063 -2.30064 -5.42983
C -2.94679 -1.06574 -4.62653
C -4.49403 -0.96833 -4.43412
O -4.80339 0.07261 -3.50145
C -6.18557 0.37600 -3.50139
N -2.32618 -1.00827 -3.32419
H -3.05635 -3.18001 -5.04187
H -1.50828 -2.42396 -5.16781
H -2.59845 -2.13155 -6.51958
H -2.52364 -0.25171 -5.21568
H -4.88873 -1.86220 -3.94055
H -5.00262 -0.81126 -5.37612
H -6.38734 1.03450 -2.65248
H -6.71760 -0.57031 -3.30052
H -6.50591 0.72438 -4.47913
H -2.66087 -1.78780 -2.77860
H -1.30496 -1.13086 -3.42455
C 1.55148 2.80005 1.96253
C 2.46084 3.61653 2.93451
C 3.00967 4.77101 2.06749
O 3.71436 5.68075 2.86734
C 4.45973 6.58283 2.08624
N 1.77968 4.15074 4.10702
H 2.15382 2.65112 1.06075
H 0.68456 3.43611 1.73954
H 1.38573 1.84458 2.43734
H 3.31019 2.95902 3.22075
H 2.17568 5.32558 1.77777
H 3.58426 4.47399 1.22085
H 3.80320 6.87831 1.29232
H 5.39419 6.16211 1.68305
H 4.65982 7.40657 2.77671
H 1.48606 3.37121 4.66465
H 2.38421 4.77919 4.61060
C 3.88008 -3.71753 1.49381
C 3.80962 -2.25561 1.14026
C 4.11625 -2.06802 -0.29896
O 5.30686 -2.75587 -0.63203
C 5.45712 -3.02669 -1.96483
N 2.48827 -1.64087 1.40526
H 3.60073 -3.91580 2.53664
H 4.92365 -3.98605 1.47022
H 3.31419 -4.36980 0.82773
H 4.65364 -1.70546 1.62050
H 4.11359 -0.97198 -0.43272
H 3.31976 -2.54068 -0.86223
H 6.48787 -3.27934 -2.10031
H 5.27878 -2.17486 -2.61379
H 4.87959 -3.85938 -2.39328
H 2.35351 -0.74910 0.97519
H 2.48818 -1.54547 2.41404
*
```